ORCA calculation (the ωB97M-V functional and the def2-TZVPD basis) on a molecular structure, C13H19N5O5SZr.

The HOMO energy is -0.2187 Ha.

Structure (ORCA input):
```
! wB97M-V def2-TZVPD RIJCOSX def2/J DEFGRID3
* xyz 0 1
Zr -0.151 0.067 0.171
S -1.016 4.400 -1.436
O 2.051 0.625 -0.209
O 0.400 -2.018 -0.650
O -0.468 0.565 2.275
O 0.804 0.536 -2.034
O -3.897 -0.748 -0.612
N -0.267 2.480 0.024
N -3.448 -2.913 -1.144
N -1.499 2.124 -0.450
N -1.714 -1.395 -0.724
N 1.372 4.132 -0.119
C -1.207 -3.688 -1.255
C -3.335 2.832 -1.948
C -2.037 2.990 -1.228
C -3.308 1.644 -2.913
C 1.907 0.690 -1.472
C -3.049 -1.608 -0.805
C 0.165 3.608 -0.431
C -0.784 -2.374 -0.880
C -4.873 -3.178 -1.283
C -0.089 -0.843 1.964
C 1.154 -1.187 2.762
C -1.807 0.772 2.713
C -2.531 -3.891 -1.369
H -2.502 1.749 -3.640
H -0.489 -4.478 -1.407
H -5.221 -2.942 -2.290
H 2.802 0.899 -2.075
H -1.941 0.366 3.717
H -5.413 -2.553 -0.579
H 1.556 -2.130 2.388
H -4.258 1.594 -3.445
H -2.937 -4.859 -1.634
H -4.125 2.690 -1.210
H 0.963 -1.302 3.833
H -3.551 3.752 -2.492
H -5.066 -4.228 -1.071
H -2.520 0.293 2.038
H -1.984 1.849 2.736
H 1.754 4.838 -0.723
H 1.925 -0.422 2.621
H -3.171 0.719 -2.359
H 2.027 3.483 0.294
*
```


ORCA calculation (the ωB97M-V functional and the def2-TZVPD basis) on a molecular structure, C14H6Cl3N2O5RuS.

The HOMO energy (alpha / beta) is -0.3143 / -0.3168 Ha.

Structure (ORCA input):
```
! wB97M-V def2-TZVPD RIJCOSX def2/J DEFGRID3
* xyz 0 2
Ru 0.293 0.474 0.667
Cl 0.167 5.316 0.352
Cl 2.724 0.606 -0.114
Cl 5.358 5.233 -1.057
S -1.076 -0.097 2.450
O -1.255 0.620 -0.658
O 0.441 2.403 0.419
O -5.034 -4.286 -0.787
O 0.435 -1.426 0.051
O -3.769 -5.963 -0.309
N 1.521 0.790 3.046
N -3.964 -4.778 -0.488
C -2.078 -0.292 -0.793
C 2.761 2.360 -0.194
C -1.561 -4.408 -0.030
C 3.914 4.379 -0.614
C -0.476 -3.582 0.100
C 3.932 2.999 -0.548
C 1.604 4.422 0.013
C 1.567 3.023 0.107
C -0.611 -2.189 -0.072
C -1.891 -1.678 -0.454
C -2.813 -3.878 -0.367
C -2.986 -2.540 -0.596
C 0.420 0.406 3.014
C 2.759 5.094 -0.336
H 0.500 -3.971 0.352
H -1.472 -5.474 0.120
H -3.958 -2.163 -0.884
H 4.831 2.439 -0.761
H -3.039 -0.011 -1.239
H 2.756 6.173 -0.392
*
```


ORCA calculation (the ωB97M-V functional and the def2-TZVPD basis) on a molecular structure, C22H36O3P2Pt.

The HOMO energy (alpha / beta) is -0.2124 / -0.2124 Ha.

Structure (ORCA input):
```
! wB97M-V def2-TZVPD RIJCOSX def2/J DEFGRID3
* xyz 0 3
Pt 1.519 -2.847 -1.897
P 1.208 -0.860 -2.755
P -0.641 -2.551 -2.044
O -0.894 -1.577 2.786
O 2.166 0.851 3.997
O 1.309 -1.137 2.764
C -0.271 1.832 6.499
C -0.258 4.369 0.444
C -2.413 3.605 -0.506
C 0.065 -0.955 3.222
C -0.610 -2.447 -3.937
C -1.289 0.279 4.923
C -1.151 4.021 -0.696
C 1.516 -3.434 0.042
C 0.948 1.689 5.865
C -1.790 -3.873 -1.590
C -2.937 2.299 -0.973
C 0.711 3.163 0.591
C -0.034 0.502 -2.678
C 1.094 0.867 4.691
C 2.621 0.255 -2.829
C 2.842 -4.057 -3.017
C -2.256 1.091 -0.277
C -1.402 1.156 6.017
C -1.076 1.176 0.708
C -0.070 0.071 4.301
C 0.658 -1.636 -4.339
C 0.143 1.750 0.662
H 0.074 1.076 -1.738
H -3.119 4.159 0.118
H -1.339 -4.637 -0.955
H -0.812 4.558 1.366
H 0.493 -0.798 -5.031
H 0.467 -3.661 0.244
H -2.895 2.240 -2.077
H -1.542 -2.012 -4.326
H 3.074 -4.889 -2.333
H 1.451 -2.305 -4.704
H 3.711 -3.449 -3.293
H 1.434 3.198 -0.255
H -1.221 0.443 1.535
H 2.409 1.124 -2.177
H 2.162 -4.326 0.096
H -3.065 0.539 0.223
H -0.586 -3.488 -4.289
H 1.838 2.220 6.195
H -1.946 0.383 -1.052
H -2.579 -3.374 -1.022
H -2.221 -4.341 -2.473
H -2.140 -0.281 4.543
H 0.231 1.167 -3.532
H 3.564 -0.206 -2.494
H 1.906 -0.398 3.196
H -4.006 2.236 -0.724
H -1.073 0.154 -2.814
H 1.930 -2.617 0.656
H -0.349 2.486 7.372
H 1.309 3.268 1.518
H -0.654 4.077 -1.671
H 0.939 1.074 0.961
H 2.664 0.552 -3.891
H -2.373 1.290 6.486
H 2.234 -4.332 -3.891
H 0.323 5.272 0.262
*
```


ORCA calculation (the ωB97M-V functional and the def2-TZVPD basis) on a gas-phase ion, C8H14N3O3 (charge +1).

The HOMO energy is -0.5002 Ha. As for the structure (SMILES): CN1O[C@@H]2CCC(=O)N2OC1=[N+](C)C.

Structure (ORCA input):
```
! wB97M-V def2-TZVPD RIJCOSX def2/J DEFGRID3
* xyz 1 1
O -0.038 -0.525 -1.003
O -2.302 -0.530 -2.523
O -0.913 0.713 1.158
N 1.370 -1.701 0.140
N 0.368 0.097 1.315
N -0.770 0.638 -1.205
C -1.947 0.464 -1.966
C -2.420 2.038 -0.211
C -0.964 1.486 -0.063
C 2.074 -2.255 1.280
C -2.625 1.852 -1.669
C 0.640 -0.645 0.094
C 1.634 -2.357 -1.126
C 1.288 0.977 2.073
H -3.118 1.423 0.330
H -3.629 1.590 -1.802
H 3.031 -2.438 0.977
H -2.480 3.015 0.159
H 2.400 -3.131 -1.016
H 1.155 1.998 1.776
H 2.300 0.505 2.114
H 1.553 -3.199 1.643
H 2.129 -1.743 -1.927
H 0.983 0.872 3.114
H 0.763 -2.500 -1.660
H -2.161 2.651 -2.161
H 1.970 -1.637 2.117
H -0.291 2.339 0.040
*
```


ORCA calculation (the ωB97M-V functional and the def2-TZVPD basis) on 4 unconnected molecules or ions with the total composition C34H62BrFN2O7Si2.

The HOMO energy is -0.3268 Ha. As for the structure (SMILES): [H]/N=C\C[Si@@](Br)(CCF)O[Si@](CCc1ccccc1)(c1cccnc1)[C@H](C)CCC.COCCOC.COCCOC.COCCOC.

Structure (ORCA input):
```
! wB97M-V def2-TZVPD RIJCOSX def2/J DEFGRID3
* xyz 0 1
Br -5.534 -2.018 -2.780
Si -4.532 -2.331 -0.799
Si -1.672 -2.942 -1.603
F -3.645 0.262 2.126
O 6.384 0.532 4.849
O 1.805 4.560 -2.115
O 3.835 3.849 -4.136
O 3.814 0.611 3.414
O -3.187 -3.261 -0.933
O -1.480 5.155 1.847
O -1.701 3.528 -0.571
N 1.242 -0.399 -0.117
N -5.352 -4.564 2.337
C -5.751 -3.348 0.215
C -1.402 -0.905 -3.708
C -0.285 -0.836 1.688
C 2.142 3.239 -2.506
C 0.588 -5.218 3.338
C -1.725 -2.388 -3.421
C 1.724 -4.440 3.148
C -0.959 2.509 0.076
C 0.847 -0.236 1.148
C 4.064 -0.136 4.594
C 5.108 0.523 5.466
C -0.211 5.599 1.399
C -2.082 0.123 -2.825
C -1.024 -5.260 -0.085
C -0.267 -5.469 2.277
C 1.065 5.270 -3.090
C -4.391 -0.760 1.541
C -2.806 3.973 0.198
C -0.021 -4.953 1.005
C 6.730 1.780 4.279
C -0.801 -4.602 -1.462
C -4.294 -0.669 0.021
C 4.467 5.096 -3.924
C -2.503 5.289 0.877
C 4.453 0.086 2.264
C -1.923 1.569 -3.330
C -5.069 -4.329 1.126
C -1.061 -1.634 0.858
C 3.585 3.127 -2.941
C 1.992 -3.938 1.886
C -0.735 -3.252 -4.234
C -0.692 -1.811 -0.477
C 0.482 -1.170 -0.892
C 1.130 -4.192 0.826
H -0.717 2.779 1.107
H -3.359 -0.179 -0.233
H -0.187 6.691 1.319
H 5.198 -0.044 6.398
H 0.834 -1.303 -1.910
H 3.124 -0.196 5.151
H -0.032 2.368 -0.478
H -3.145 -0.102 -2.740
H 0.266 -4.487 -1.648
H 5.936 2.162 3.632
H -3.653 4.112 -0.483
H -6.125 -3.975 2.650
H -2.027 -5.038 0.281
H -1.720 -0.689 -4.734
H 0.056 5.162 0.433
H -6.353 -3.924 -0.491
H 4.244 3.472 -2.138
H 0.367 -5.634 4.312
H 2.871 -3.330 1.721
H 2.397 -4.230 3.968
H 0.044 4.879 -3.162
H -1.193 -5.282 -2.220
H -3.403 5.643 1.390
H 1.988 2.595 -1.633
H 1.019 6.309 -2.770
H 1.457 0.401 1.779
H -1.940 -2.125 1.257
H -0.542 -0.669 2.724
H -1.577 1.603 -4.364
H -3.087 3.219 0.940
H -2.702 -2.579 -3.867
H 4.376 -1.155 4.343
H 1.479 2.893 -3.305
H 5.512 4.958 -3.625
H -4.021 -1.707 1.938
H 0.521 5.287 2.142
H 4.795 1.541 5.718
H 4.347 0.821 1.468
H 4.443 5.637 -4.868
H -0.996 -6.343 -0.230
H 0.272 -3.232 -3.819
H -6.403 -2.700 0.802
H 3.951 5.685 -3.162
H -1.151 -6.077 2.432
H -0.704 -2.857 -5.251
H 1.542 5.219 -4.073
H 7.630 1.626 3.685
H -5.424 -0.657 1.874
H -1.087 -4.278 -4.316
H 3.812 2.075 -3.139
H 1.364 -3.767 -0.139
H -1.170 2.061 -2.717
H -5.096 -0.026 -0.348
H -2.854 2.124 -3.251
H -2.224 6.037 0.127
H -1.644 0.121 -1.832
H -0.321 -0.740 -3.712
H 6.945 2.519 5.058
H -1.518 1.564 0.072
H 5.516 -0.100 2.436
H 3.967 -0.843 1.946
H -4.252 -4.909 0.699
*
```


ORCA calculation (the ωB97M-V functional and the def2-TZVPD basis) on a single C4H7NO molecule.

The HOMO energy is -0.4021 Ha. As for the structure (SMILES): C[C@H](C#N)CO.

Structure (ORCA input):
```
! wB97M-V def2-TZVPD RIJCOSX def2/J DEFGRID3
* xyz 0 1
O -0.381 1.827 -0.821
N 1.480 -2.505 -0.485
C 0.482 0.712 -0.826
C 0.696 -1.663 -0.361
C -0.677 -0.291 1.209
C -0.226 -0.524 -0.237
H -1.141 0.698 1.266
H 1.403 0.901 -0.257
H -0.097 2.439 -0.135
H -1.104 -0.734 -0.860
H 0.168 -0.331 1.904
H -1.419 -1.029 1.525
H 0.767 0.503 -1.862
*
```


Please write out number 1 again, unchanged.
ORCA calculation (the ωB97M-V functional and the def2-TZVPD basis) on a molecular structure, C13H19N5O5SZr.

The HOMO energy is -0.2187 Ha.

Structure (ORCA input):
```
! wB97M-V def2-TZVPD RIJCOSX def2/J DEFGRID3
* xyz 0 1
Zr -0.151 0.067 0.171
S -1.016 4.400 -1.436
O 2.051 0.625 -0.209
O 0.400 -2.018 -0.650
O -0.468 0.565 2.275
O 0.804 0.536 -2.034
O -3.897 -0.748 -0.612
N -0.267 2.480 0.024
N -3.448 -2.913 -1.144
N -1.499 2.124 -0.450
N -1.714 -1.395 -0.724
N 1.372 4.132 -0.119
C -1.207 -3.688 -1.255
C -3.335 2.832 -1.948
C -2.037 2.990 -1.228
C -3.308 1.644 -2.913
C 1.907 0.690 -1.472
C -3.049 -1.608 -0.805
C 0.165 3.608 -0.431
C -0.784 -2.374 -0.880
C -4.873 -3.178 -1.283
C -0.089 -0.843 1.964
C 1.154 -1.187 2.762
C -1.807 0.772 2.713
C -2.531 -3.891 -1.369
H -2.502 1.749 -3.640
H -0.489 -4.478 -1.407
H -5.221 -2.942 -2.290
H 2.802 0.899 -2.075
H -1.941 0.366 3.717
H -5.413 -2.553 -0.579
H 1.556 -2.130 2.388
H -4.258 1.594 -3.445
H -2.937 -4.859 -1.634
H -4.125 2.690 -1.210
H 0.963 -1.302 3.833
H -3.551 3.752 -2.492
H -5.066 -4.228 -1.071
H -2.520 0.293 2.038
H -1.984 1.849 2.736
H 1.754 4.838 -0.723
H 1.925 -0.422 2.621
H -3.171 0.719 -2.359
H 2.027 3.483 0.294
*
```


Please write out number 4 again, unchanged.
ORCA calculation (the ωB97M-V functional and the def2-TZVPD basis) on a gas-phase ion, C8H14N3O3 (charge +1).

The HOMO energy is -0.5002 Ha. As for the structure (SMILES): CN1O[C@@H]2CCC(=O)N2OC1=[N+](C)C.

Structure (ORCA input):
```
! wB97M-V def2-TZVPD RIJCOSX def2/J DEFGRID3
* xyz 1 1
O -0.038 -0.525 -1.003
O -2.302 -0.530 -2.523
O -0.913 0.713 1.158
N 1.370 -1.701 0.140
N 0.368 0.097 1.315
N -0.770 0.638 -1.205
C -1.947 0.464 -1.966
C -2.420 2.038 -0.211
C -0.964 1.486 -0.063
C 2.074 -2.255 1.280
C -2.625 1.852 -1.669
C 0.640 -0.645 0.094
C 1.634 -2.357 -1.126
C 1.288 0.977 2.073
H -3.118 1.423 0.330
H -3.629 1.590 -1.802
H 3.031 -2.438 0.977
H -2.480 3.015 0.159
H 2.400 -3.131 -1.016
H 1.155 1.998 1.776
H 2.300 0.505 2.114
H 1.553 -3.199 1.643
H 2.129 -1.743 -1.927
H 0.983 0.872 3.114
H 0.763 -2.500 -1.660
H -2.161 2.651 -2.161
H 1.970 -1.637 2.117
H -0.291 2.339 0.040
*
```


Question: What is the formula in the sixth record?
Answer: C4H7NO